ORCA calculation (the ωB97M-V functional and the def2-TZVPD basis) on a structure of composition C15H28N5O4PRbS2Se2.

ORCA input file:
```
! wB97M-V def2-TZVPD RIJCOSX def2/J DEFGRID3
* xyz -1 1
Rb 0.01182 0.92351 -0.40845
C 0.78707 2.96613 5.69586
S 1.61244 3.57741 4.21922
C 0.48520 3.16800 2.91484
S -0.47788 1.66528 3.00838
N 0.50108 4.00137 1.95417
N -0.04198 3.68189 0.74549
C -1.01549 4.36897 0.32270
C -1.48569 4.22418 -1.08410
C -2.46032 5.09116 -1.55690
C -2.89055 4.96695 -2.86873
C -2.33149 3.98347 -3.66043
C -1.35679 3.16587 -3.10102
N -0.93247 3.28017 -1.85016
H 1.46773 3.19414 6.51586
H 0.62566 1.89289 5.65376
H -0.15687 3.47854 5.86846
H -1.52652 5.10697 0.94371
H -2.87924 5.84203 -0.89925
H -3.65804 5.62354 -3.25807
H -2.64531 3.83222 -4.68359
H -0.91382 2.36760 -3.68567
O -2.94059 -5.61424 -1.30675
C -1.58958 -5.12983 -1.21654
C -1.58876 -3.72336 -0.62216
C -2.37901 -3.80607 0.71010
O -2.11899 -2.76106 1.63351
C -2.23239 -2.76147 -1.63371
Se -2.61961 -0.92630 -0.99182
C -0.13307 -3.34839 -0.29546
Se 1.22151 -3.76861 -1.69536
H -2.91644 -6.44825 -1.78061
H -1.11439 -5.11407 -2.20016
H -1.00412 -5.79315 -0.56722
H -2.09461 -4.73278 1.22029
H -3.44819 -3.86999 0.48938
H -2.32483 -1.93594 1.14121
H -3.18345 -3.18939 -1.94386
H -1.58207 -2.70961 -2.50891
H 0.16901 -3.87686 0.60908
H -0.11316 -2.28285 -0.06978
N 2.98664 -1.21165 -2.34583
C 4.00358 -1.07942 -1.27819
P 3.45995 0.21610 -0.09336
O 4.65466 0.85564 0.52637
O 2.45772 1.01014 -0.90750
C 2.62928 -0.71682 1.25068
N 2.42833 0.15539 2.43010
H 3.37815 -1.50703 -3.23483
H 2.51921 -0.30642 -2.44597
H 2.21745 -2.03769 -2.04866
H 4.94667 -0.73525 -1.70261
H 4.13508 -2.05921 -0.81827
H 3.32042 -1.53419 1.47748
H 1.68935 -1.18190 0.94803
H 0.66420 0.88528 2.86361
H 3.04861 0.96021 2.35328
H 2.73491 -0.32325 3.26837
*
```

Summary:
relative energy (zero: lowest compared OMol25 entry of this formula, charge and spin) = 61.6 kJ/mol
HOMO level = -3.56 eV
orbital gap = 0.19491 hartree